Formula: C6H6OS
Source: the Open Molecules 2025 dataset
Level of theory: ωB97M-V with the def2-TZVPD basis set

Last columns: bonded neighbours and bond lengths (Å).
Geometry (Å):
1 C 1.071 -1.752 0.493  C2 1.400, H9 1.107, H10 1.026
2 C 1.389 -0.857 -0.536  C1 1.400, C3 1.505, H11 1.055
3 C 1.103 0.618 -0.617  C2 1.505, S4 1.664, C5 1.434
4 S 1.309 1.435 -2.051  C3 1.664
5 C 0.297 1.215 0.407  C3 1.434, C6 1.413, H12 1.097
6 C -1.081 1.045 0.672  C5 1.413, C7 1.574, H13 1.178
7 C -2.047 0.131 -0.168  C6 1.574, O8 1.205, H14 1.193
8 O -1.688 -0.364 -1.207  C7 1.205
9 H 0.567 -1.426 1.424  C1 1.107
10 H 1.158 -2.764 0.350  C1 1.026
11 H 2.076 -1.177 -1.270  C2 1.055
12 H 0.762 1.992 1.027  C5 1.097
13 H -1.733 1.816 1.278  C6 1.178
14 H -3.182 0.087 0.197  C7 1.193

Summary:
Relative energy (zero: lowest compared OMol25 entry of this formula, charge and spin), kJ/mol: 254.0
Structure (SMILES): C=CC(=S)/C=C\C=O
Calculated total energy, hartree: -705.52950
F_max, eV Å⁻¹: 5.11
Spin multiplicity: 1
Orbital gap, eV: 7.78
HOMO energy, eV: -8.88